(1)
Entry from OMol25: a cluster of 2 separate species, C2H4F2N2O2 in total at a distorted geometry (ωB97M-V/def2-TZVPD).

```
12
Properties=species:S:1:pos:R:3:forces:R:3:lowdin_charge:R:1
C -0.154 0.289 -1.429 2.94 1.55 -0.49 -0.28
C 2.225 1.543 -0.232 -1.77 0.36 0.51 -0.41
N -1.801 -0.728 -0.018 -0.24 -0.22 0.05 0.06
N -0.575 -0.028 -0.266 -1.15 -0.84 1.35 -0.02
O -0.281 0.312 -2.595 -0.86 -0.50 -0.07 0.14
O 3.449 1.043 -0.168 0.18 -0.09 -0.14 0.08
F 2.174 2.887 -0.479 0.31 -0.80 0.04 0.05
F 1.542 1.405 1.007 0.59 0.02 -0.56 -0.04
H -1.640 -1.735 -0.067 0.08 0.30 -0.15 0.09
H -2.491 -0.475 -0.722 0.24 0.05 0.14 0.09
H -0.080 0.264 0.579 -0.07 0.08 -0.64 0.12
H 4.040 1.547 0.422 -0.23 0.10 -0.05 0.13
```
Forces are in eV/Å.

For the LUMO energy (alpha / beta), the calculation gives -0.57 / 0.47 eV. The HOMO-LUMO gap (alpha / beta) is 6.88 / 9.69 eV.

(2)
Entry from OMol25: the molecule C2H4F2S at a distorted geometry (ωB97M-V/def2-TZVPD).

```
9
Properties=species:S:1:pos:R:3:forces:R:3:lowdin_charge:R:1
F 0.874 -1.558 1.087 -0.07 -1.38 1.30 0.05
C 0.463 -0.789 0.078 1.17 1.64 -0.01 -0.51
F -0.416 -1.510 -0.672 0.50 0.36 -0.11 0.05
C -0.191 0.468 0.675 2.29 -0.03 -0.05 -0.52
S -0.341 1.745 -0.573 -0.64 -0.12 -0.27 0.72
H 1.462 -0.522 -0.408 -1.77 -0.30 -0.50 0.16
H 0.560 0.847 1.423 -0.72 -0.27 -0.67 0.10
H -1.080 0.242 1.206 -0.98 -0.24 0.30 0.07
H -1.246 1.043 -1.294 0.21 0.35 0.02 -0.12
```
Forces are in eV/Å.

For the LUMO energy, the calculation gives 0.90 eV. The HOMO-LUMO gap is 10.54 eV.

(3)
Entry from OMol25: the molecule C2H4F2S2 at a distorted geometry (ωB97M-V/def2-TZVPD).

```
10
Properties=species:S:1:pos:R:3:forces:R:3:lowdin_charge:R:1
C 0.979 -0.400 -0.596 0.05 -2.76 0.56 -0.36
S -0.536 -1.556 -0.596 0.89 -0.21 -0.90 0.44
S -1.664 -0.963 0.961 0.21 -0.01 1.02 0.55
C -2.645 0.390 0.294 -1.09 -0.17 -0.09 -0.77
F -1.919 1.475 0.041 0.99 1.05 -0.17 0.01
F -3.115 -0.025 -0.906 -0.68 0.18 -0.20 -0.04
H 1.964 -0.950 -0.455 -1.50 0.45 0.59 0.06
H 0.568 0.148 0.222 1.00 1.35 0.38 -0.03
H 1.101 0.028 -1.554 -0.56 1.08 -0.79 0.01
H -3.488 0.752 0.950 0.69 -0.97 -0.39 0.14
```
Forces are in eV/Å.

For the LUMO energy, the calculation gives 0.61 eV. The HOMO-LUMO gap is 10.01 eV.

| no. | DFT total energy (eV) | molecular weight (g mol⁻¹) |
| --- | --- | --- |
| 1 | -14644.824 | 126.06 |
| 2 | -18408.883 | 98.12 |
| 3 | -29243.722 | 130.18 |